A structure of composition C22H41Cl4N3O12, computed with wB97M-V/def2-TZVPD.

Calculated values
multiplicity: 1
M: 681.39 g mol⁻¹
ΔE to the lowest compared entry with this formula, charge and spin: 34.408 eV
DFT total energy: -3769.59593 a.u.
frontier orbital gap: 5.65 eV
total charge: 0
maximum force: 19.30 eV/A
LUMO: -0.7 eV

XYZ file:
```
82
C22H41Cl4N3O12 wB97M-V/def2-TZVPD
C 0.94 0.38 -3.53
C -0.35 1.17 -3.61
O -1.27 0.23 -3.23
C -0.68 -0.80 -2.63
O -1.22 -1.74 -2.10
O 0.67 -0.62 -2.55
H 1.72 1.05 -3.17
H 1.33 0.03 -4.49
H -0.63 1.47 -4.62
H -0.43 1.95 -2.86
C 0.78 -0.28 2.84
C 1.94 -1.04 2.18
O 2.12 -2.05 3.13
C 0.93 -2.46 3.64
O 0.70 -3.44 4.37
O 0.08 -1.46 3.28
H 0.18 0.41 2.25
H 1.12 0.12 3.79
H 2.72 -0.28 2.07
H 1.84 -1.48 1.18
C -1.12 3.32 2.62
C -2.43 3.23 1.88
O -2.99 1.99 2.38
C -2.04 1.31 3.16
O -2.24 0.21 3.75
O -0.92 2.02 3.28
H -1.16 4.18 3.28
H -0.35 3.47 1.86
H -2.31 3.31 0.80
H -3.13 3.99 2.23
C 0.91 -2.31 -0.90
C 1.18 -3.49 -1.80
O 1.94 -3.37 -2.75
N 0.55 -4.62 -1.42
C 0.95 -5.92 -1.89
H 0.60 -1.33 -1.26
H 1.68 -2.11 -0.15
H -0.05 -2.55 -0.43
H 0.05 -4.71 -0.55
H 1.81 -6.26 -1.30
H 1.22 -6.03 -2.94
H 0.20 -6.71 -1.77
C -0.68 3.91 -1.09
C 0.58 3.27 -1.66
O 0.69 2.04 -1.73
N 1.53 4.16 -1.87
C 2.91 3.71 -2.25
H -0.57 4.11 -0.03
H -1.63 3.44 -1.30
H -0.75 4.96 -1.37
H 1.36 5.14 -2.02
H 3.36 2.90 -1.68
H 3.60 4.55 -2.08
H 3.07 3.59 -3.32
C -3.97 -2.58 0.31
C -3.74 -2.42 1.75
O -4.54 -2.90 2.59
N -2.67 -1.74 2.08
C -2.21 -1.64 3.45
H -3.37 -3.25 -0.30
H -3.77 -1.69 -0.28
H -4.99 -2.97 0.20
H -2.03 -1.57 1.32
H -2.37 -2.55 4.03
H -2.62 -0.76 3.96
H -1.14 -1.44 3.50
Cl 0.44 1.90 0.95
C -0.53 1.17 -0.36
C -1.16 -0.13 0.25
Cl -0.04 -1.41 0.80
H 0.05 1.03 -1.28
H -1.28 1.92 -0.63
H -1.89 -0.69 -0.33
H -1.71 0.20 1.14
Cl 2.36 -0.99 -0.26
C 2.36 0.66 -0.97
C 3.74 1.27 -0.76
Cl 5.13 0.25 -0.95
H 1.69 1.39 -0.52
H 2.21 0.64 -2.05
H 3.95 1.65 0.25
H 3.80 2.06 -1.51
```

Atomic partial charges in e from the Mulliken method, atoms 1 to 6:
1. C -0.181
2. C 0.000
3. O -0.369
4. C 0.219
5. O -0.337
6. O -0.529

=====

A structure of composition C22H41ClCoN2O5SSi, computed with wB97M-V/def2-TZVPD.

Calculated values
multiplicity: 4
M: 568.12 g mol⁻¹
⟨S²⟩: 3.757
DFT total energy: -3879.54422 a.u.
frontier orbital gap (alpha / beta): 8.71 / 8.75 eV
total charge: 0
maximum force: 0.72 eV/A
LUMO (alpha / beta): 0.2 / 0.2 eV

XYZ file:
```
74
C22H41ClCoN2O5SSi wB97M-V/def2-TZVPD
Co -0.04 -0.30 0.02
C 1.73 -1.52 3.52
C 0.66 -0.44 3.46
C 0.81 0.56 4.60
C -0.71 -1.08 3.50
O 0.72 0.25 2.17
Si 1.83 1.40 1.63
S 1.32 1.52 -0.39
O 1.71 2.81 2.45
C 0.82 3.94 2.46
C 1.26 4.90 1.36
C -0.63 3.51 2.24
C 0.98 4.57 3.83
O 3.30 0.83 1.96
C 4.61 1.42 2.02
C 5.59 0.27 1.84
C 4.79 2.07 3.38
C 4.77 2.44 0.90
H 1.54 -2.17 4.38
H 2.73 -1.09 3.62
H 1.71 -2.12 2.61
H 0.77 0.03 5.55
H 0.00 1.30 4.57
H 1.76 1.09 4.54
H -0.88 -1.56 4.47
H -0.80 -1.84 2.72
H -1.50 -0.33 3.35
H 1.24 4.40 0.39
H 2.28 5.25 1.55
H 0.60 5.78 1.33
H -0.76 3.14 1.22
H -1.30 4.36 2.40
H -0.89 2.72 2.95
H 2.02 4.84 4.01
H 0.66 3.87 4.61
H 0.36 5.48 3.90
H 5.43 -0.48 2.61
H 6.62 0.63 1.90
H 5.44 -0.20 0.86
H 4.70 1.32 4.18
H 4.02 2.84 3.53
H 5.78 2.54 3.46
H 4.58 1.97 -0.07
H 5.78 2.86 0.91
H 4.05 3.26 1.03
N -0.53 -0.59 -2.11
C -1.90 -0.79 -2.62
C -2.82 0.35 -2.20
C -3.12 0.42 -0.71
N -1.94 0.77 0.11
H -0.09 0.21 -2.56
H 0.06 -1.39 -2.32
H -2.28 -1.73 -2.22
H -1.91 -0.87 -3.70
H -3.77 0.23 -2.72
H -2.39 1.31 -2.53
H -3.50 -0.55 -0.37
H -3.92 1.14 -0.54
H -2.21 0.86 1.08
H -1.58 1.68 -0.18
Cl -4.77 -4.77 3.13
C -3.30 -4.36 2.29
C -3.27 -3.24 1.48
C -2.09 -2.92 0.83
C -0.95 -3.71 0.96
C -1.02 -4.84 1.75
C -2.19 -5.17 2.43
C 0.36 -3.38 0.26
O 1.13 -4.30 0.06
O 0.61 -2.13 -0.01
H -4.16 -2.63 1.37
H -2.05 -2.04 0.20
H -0.14 -5.47 1.82
H -2.24 -6.05 3.06
```

Atomic partial charges in e from the Mulliken method, atoms 1 to 6:
1. Co 1.960
2. C -1.521
3. C 1.413
4. C -1.426
5. C -1.740
6. O 0.812

=====

Which formula does entry 2 have? C22H41ClCoN2O5SSi